Density functional theory data (the ωB97M-V functional and the def2-TZVPD basis) for C42H52IN3O4W as an isolated structure in a non-equilibrium geometry.

Computed properties:
Maximum force: 1.256 eV/A
2S+1: 3
Net charge: +2
Energy above the lowest of the compared OMol25 structures with the same formula, charge and spin: 0.000 eV
Orbital gap (alpha / beta): 6.38 / 5.45 eV
LUMO energy (alpha / beta): -0.264 / -0.300 hartree
Electronic energy: -2461.193214 Ha

Geometry as XYZ:
```
103
C42H52IN3O4W (the ωB97M-V functional and the def2-TZVPD basis)
W -1.72220 -0.48841 -0.07279
C -4.34841 -0.45602 -3.73336
C -4.59671 0.63120 -2.73710
N -5.31994 1.68518 -3.11001
C -5.54290 2.66544 -2.25042
C -5.09906 2.68972 -0.93498
C -5.30653 3.97541 -0.16306
O -5.13347 3.84854 1.24026
C -4.35526 1.57584 -0.51967
C -3.87480 1.48959 0.86382
N -2.66560 1.13704 1.17117
C -2.33335 1.32064 2.55836
C -2.26731 2.60502 3.07599
C -1.93560 2.78451 4.41308
C -1.67069 1.69629 5.23086
C -1.73759 0.40293 4.72341
C -2.06331 0.25302 3.39412
I -2.24288 -1.65334 2.51070
C -4.09669 0.56904 -1.43855
O -3.31832 -0.50034 -1.09335
H -4.60537 -0.09544 -4.72534
H -4.96725 -1.32677 -3.50753
H -3.30863 -0.78151 -3.72271
H -6.12121 3.50152 -2.63238
H -6.29152 4.37828 -0.40137
H -4.57161 4.69909 -0.52631
H -5.97376 4.00651 1.68088
H -4.60737 1.76181 1.61140
H -2.47956 3.45249 2.43620
H -1.88506 3.78743 4.81404
H -1.41336 1.84638 6.27018
H -1.54331 -0.45209 5.35599
C 4.37554 -4.78164 -0.77449
C 3.96207 -4.04839 0.51244
C 4.94590 -2.90769 0.76594
C 4.00990 -5.02002 1.70248
C 2.53786 -3.54683 0.34658
C 2.20501 -2.22723 0.42137
C 0.86117 -1.84510 0.24885
N 0.32614 -0.61778 0.27269
C 0.98146 0.61471 0.09675
C 2.20759 1.03927 0.59485
C 2.68045 2.28637 0.21587
C 1.90178 3.06848 -0.64525
C 0.65704 2.70046 -1.14028
C 0.21891 1.44590 -0.72545
O -0.99758 0.89409 -1.08712
C -0.18511 3.59538 -2.04886
C -0.48155 2.87305 -3.37180
C -1.50148 3.94334 -1.33660
C 0.54021 4.90299 -2.37355
C 4.01809 2.83598 0.70938
C 3.77460 4.13619 1.48942
C 4.74018 1.84667 1.62389
C 4.91852 3.12330 -0.50200
C -0.13118 -2.85339 -0.08975
O -1.31765 -2.36310 -0.44201
C 0.17185 -4.21816 -0.12889
C 1.49839 -4.51798 0.09978
C -0.89536 -5.27631 -0.40989
C -0.31515 -6.68700 -0.28696
C -1.44200 -5.10290 -1.83456
C -2.03081 -5.14051 0.61700
H 5.39580 -5.14942 -0.66314
H 4.34665 -4.11133 -1.63512
H 3.73918 -5.64186 -0.98614
H 5.95086 -3.31460 0.87189
H 4.71413 -2.36989 1.68838
H 4.96952 -2.19808 -0.06426
H 5.03056 -5.38354 1.82676
H 3.37151 -5.89272 1.55673
H 3.71232 -4.52740 2.62985
H 2.96011 -1.48222 0.60682
H 2.76388 0.43116 1.29058
H 2.28733 4.03492 -0.93506
H -1.06706 1.96580 -3.22508
H 0.44439 2.60827 -3.88487
H -1.05011 3.53259 -4.02906
H -2.09635 3.05365 -1.12520
H -2.09695 4.59882 -1.97594
H -1.30888 4.47078 -0.39886
H 1.48104 4.72996 -2.89864
H 0.74372 5.49339 -1.47810
H -0.09051 5.50537 -3.02764
H 3.13293 3.95852 2.35506
H 3.30479 4.89879 0.86712
H 4.72308 4.53829 1.84698
H 4.16553 1.62690 2.52707
H 5.68889 2.27832 1.94258
H 4.96666 0.90779 1.11168
H 4.48293 3.86661 -1.17064
H 5.10297 2.21540 -1.07957
H 5.88039 3.51106 -0.16406
H 1.79030 -5.55762 0.07135
H 0.46397 -6.87599 -1.02795
H -1.11034 -7.41056 -0.46425
H 0.09002 -6.88464 0.70801
H -0.64253 -5.20429 -2.57049
H -1.92743 -4.13936 -1.97926
H -2.17955 -5.88112 -2.03531
H -1.64599 -5.23306 1.63607
H -2.76017 -5.93643 0.46603
H -2.56379 -4.19340 0.51436
```

Density functional theory data (the ωB97M-V functional and the def2-TZVPD basis) for an isolated ion of composition C12H15F5N3O2 and charge +1 in a non-equilibrium geometry.

Computed properties:
SMILES: C[C@@H](O)CON/C(N)=[NH+]/C(F)(F)c1cccc(C(F)(F)F)c1
Maximum force: 3.023 eV/A
Net charge: +1
Orbital gap: 8.21 eV
LUMO energy: -0.187 hartree
Electronic energy: -1280.039874 Ha

Geometry as XYZ:
```
37
C12H15F5N3O2 (the ωB97M-V functional and the def2-TZVPD basis)
C 4.99003 2.76921 0.35742
C 4.58099 1.37207 -0.09461
O 5.62698 0.43150 0.14137
C 3.30113 0.87914 0.56387
O 3.03932 -0.43767 -0.00270
N 2.13527 -1.10202 0.83575
C 1.10708 -1.58736 -0.02428
N 1.42360 -2.26536 -1.12910
N -0.12657 -1.35143 0.39023
C -1.21135 -1.53997 -0.60035
F -1.39722 -2.85980 -0.76250
F -0.93069 -0.92846 -1.76463
C -2.49780 -0.94049 -0.03143
C -2.89061 -1.25511 1.24985
C -4.05228 -0.73970 1.73903
C -4.83629 0.10113 0.98376
C -4.40425 0.40037 -0.27666
C -5.25773 1.30255 -1.15727
F -6.11322 2.04666 -0.44684
F -4.50624 2.13128 -1.89370
F -5.98414 0.52092 -1.97864
C -3.24016 -0.09795 -0.81063
H 5.84086 2.65739 1.03466
H 5.33822 3.36292 -0.48866
H 4.19235 3.32945 0.84967
H 4.42990 1.38309 -1.18400
H 5.49424 -0.28747 -0.48386
H 3.41320 0.79281 1.64666
H 2.43823 1.50782 0.31612
H 2.57296 -1.93492 1.24759
H 1.94638 -3.12931 -1.11926
H 1.20224 -1.88199 -2.03964
H -0.21034 -0.42888 0.82052
H -2.26825 -1.90880 1.85269
H -4.39500 -0.99510 2.73566
H -5.77104 0.50550 1.34709
H -2.97982 0.17791 -1.82320
```

Density functional theory data (the ωB97M-V functional and the def2-TZVPD basis) for a 2-piece molecular cluster, C11H15N overall in a non-equilibrium geometry.

Computed properties:
SMILES: Cc1c[nH]c2ccccc12.CC
Maximum force: 4.598 eV/A
Net charge: 0
Energy above the lowest of the compared OMol25 structures with the same formula, charge and spin: 1.531 eV
Orbital gap: 8.97 eV
LUMO energy: 0.033 hartree
Electronic energy: -482.858894 Ha

Geometry as XYZ:
```
27
C11H15N (the ωB97M-V functional and the def2-TZVPD basis)
C 2.21776 2.82727 -0.34097
C 1.12571 3.18785 -1.36601
H 1.73292 2.31838 0.46681
H 2.87545 2.11199 -0.83390
H 2.74655 3.63899 0.12958
H 0.66652 2.29208 -1.76785
H 1.39959 3.86192 -2.18275
H 0.33930 3.68006 -0.77010
C -0.69881 -3.13103 -1.60269
C -0.60126 -1.40248 0.37381
C -0.99937 -1.84441 -1.01686
C -0.79556 -0.06578 0.55918
C -1.34127 -0.65883 -1.60576
C -0.27304 -2.27273 1.45342
C -0.22740 -1.70269 2.72185
C -0.23188 -0.28128 2.86193
C -0.55314 0.53227 1.75964
N -1.11215 0.47224 -0.73055
H -0.11012 -3.31345 1.28602
H -0.09778 -2.36376 3.58205
H 0.05564 0.38404 3.65229
H -1.40132 -3.84871 -1.06021
H 0.37857 -3.37018 -1.46758
H -1.64102 -0.43579 -2.53634
H -1.95753 1.11968 -0.80082
H -0.55801 1.64330 1.85924
H -0.93835 -3.37895 -2.62345
```

Density functional theory data (the ωB97M-V functional and the def2-TZVPD basis) for a 3-piece molecular cluster, C17H40NO2 overall.

Computed properties:
Maximum force: 0.627 eV/A
Net charge: -1
Orbital gap: 4.44 eV
LUMO energy: 0.082 hartree
Electronic energy: -876.910027 Ha

Geometry as XYZ:
```
60
C17H40NO2 (the ωB97M-V functional and the def2-TZVPD basis)
C 4.40344 4.50277 4.38715
C 3.31031 4.90580 3.40857
O 2.07108 4.45809 3.89921
C 0.95817 5.19499 3.39999
C -0.32244 4.46000 3.72959
O -1.38956 5.20163 3.22089
C -2.70000 4.82473 3.93186
N -2.77961 5.07381 5.27759
H 5.35379 4.33982 3.87675
H 4.11268 3.57822 4.88552
H 4.56051 5.26452 5.14941
H 3.50598 4.47274 2.41601
H 3.28667 5.99554 3.28230
H 1.05071 5.31048 2.31112
H 0.92725 6.19274 3.85372
H -0.28677 3.45214 3.27728
H -0.42427 4.34997 4.81709
H -3.40056 5.33406 3.23668
H -2.78510 3.73545 3.75071
H -2.83934 6.08871 5.39645
C 1.28486 2.50734 1.00314
C -0.02320 1.72982 0.91551
C -0.03447 0.46767 1.77568
C 1.03293 -0.56728 1.41341
C 0.99505 -1.04572 -0.03743
C -0.31576 -1.72529 -0.41946
H 2.13369 1.93275 0.62283
H 1.22526 3.42972 0.42288
H 1.49701 2.78177 2.03867
H -0.23707 1.47840 -0.12902
H -0.83954 2.37658 1.24525
H -1.02567 0.00832 1.72362
H 0.10428 0.75897 2.82096
H 0.91873 -1.43369 2.07420
H 2.02414 -0.15682 1.62414
H 1.82226 -1.74340 -0.19944
H 1.17527 -0.20185 -0.70933
H -0.50884 -2.58708 0.22443
H -0.28860 -2.07928 -1.45243
H -1.16175 -1.04322 -0.32583
C -0.04165 -7.10202 -5.00433
C -0.89976 -6.09304 -5.75990
C -0.57248 -4.63894 -5.42274
C -0.77193 -4.26057 -3.95368
C -2.17731 -4.50606 -3.40862
C -3.25523 -3.69763 -4.12293
H -0.18963 -7.02831 -3.92596
H -0.28178 -8.12465 -5.29871
H 1.01950 -6.93658 -5.20474
H -1.95652 -6.29125 -5.55899
H -0.76561 -6.23981 -6.83504
H -1.17803 -3.98389 -6.05490
H 0.46909 -4.43809 -5.69372
H -0.52833 -3.20049 -3.83205
H -0.05167 -4.80404 -3.33602
H -2.18378 -4.25036 -2.34604
H -2.42281 -5.57080 -3.46377
H -3.04414 -2.62805 -4.05744
H -4.23663 -3.87010 -3.67952
H -3.32276 -3.95926 -5.18055
```

Density functional theory data (the ωB97M-V functional and the def2-TZVPD basis) for a 2-piece molecular cluster, C6H11BrN6 overall in a non-equilibrium geometry.

Computed properties:
Maximum force: 4.358 eV/A
2S+1: 3
Net charge: +2
Energy above the lowest of the compared OMol25 structures with the same formula, charge and spin: 0.000 eV
Orbital gap (alpha / beta): 8.52 / 6.19 eV
LUMO energy (alpha / beta): -0.273 / -0.427 hartree
Electronic energy: -3136.861228 Ha

Geometry as XYZ:
```
24
C6H11BrN6 (the ωB97M-V functional and the def2-TZVPD basis)
C 1.79966 -1.50282 1.44593
C 2.30158 0.62214 1.52933
C 2.20495 2.04237 1.42561
C 1.14096 2.58613 0.49294
C 0.17780 1.42992 0.09218
C -1.50886 -1.26471 -0.22404
N 2.90203 -1.36982 2.10494
N 3.20460 -0.08114 2.14987
N 1.33491 -0.25563 1.10255
N 0.32673 0.19602 0.28772
N -2.43491 -2.73193 -1.81275
N -2.10071 -1.35814 -1.60910
Br -2.47081 -0.41915 1.06848
H 1.19758 -2.37936 1.02535
H 2.11719 2.47687 2.46707
H 3.13807 2.33821 1.23618
H 0.55391 3.43018 0.95521
H 1.71926 3.03655 -0.31464
H -0.69960 1.74914 -0.47726
H -0.97813 -2.18260 0.07614
H -1.67147 -3.32094 -1.29643
H -3.34068 -3.02222 -1.40044
H -2.89021 -0.72932 -1.81211
H -1.34832 -1.14108 -2.32349
```

Density functional theory data (the ωB97M-V functional and the def2-TZVPD basis) for C45H60BaN4OP2S2 as an isolated structure in a non-equilibrium geometry.

Computed properties:
Maximum force: 1.654 eV/A
Net charge: +2
Energy above the lowest of the compared OMol25 structures with the same formula, charge and spin: 0.833 eV
Orbital gap: 7.61 eV
LUMO energy: -0.165 hartree
Electronic energy: -3549.278480 Ha

Geometry as XYZ:
```
115
C45H60BaN4OP2S2 (the ωB97M-V functional and the def2-TZVPD basis)
Ba -0.15351 -0.35421 0.38908
O -0.05007 -0.59761 -2.49236
C 1.14082 -0.25749 -3.23695
C 2.07250 -1.44453 -3.38500
C 2.52511 -2.02032 -2.03692
C 3.33731 -1.03986 -1.23398
C 4.68868 -0.85991 -1.50285
C 5.41553 0.06374 -0.77122
C 4.76855 0.79071 0.21650
C 3.42191 0.56148 0.41692
N 2.70889 -0.32808 -0.28548
H -0.63648 -1.10139 -3.06611
H 1.61940 0.54398 -2.67413
H 0.85660 0.14396 -4.20932
H 2.94206 -1.12041 -3.96229
H 1.58351 -2.22529 -3.97435
H 3.11795 -2.91919 -2.21235
H 1.65252 -2.32579 -1.45502
H 5.16351 -1.45204 -2.27577
H 6.47047 0.21112 -0.96514
H 5.29224 1.51960 0.81983
H 2.88357 1.11959 1.17559
C -2.48092 6.97392 1.25583
S -2.88472 6.50553 2.95164
C -4.22514 5.30701 2.67430
C -3.82526 3.83332 2.78058
C -2.74106 3.45549 1.78376
N -2.31837 2.02638 1.88033
P -0.79804 1.67234 2.58826
C -0.88811 2.34313 4.26197
C -0.69117 3.69107 4.55846
C -0.85995 4.14604 5.85664
C -1.21448 3.25931 6.86506
C -1.39002 1.91168 6.58168
C -1.22041 1.45329 5.28462
C 0.42822 2.72935 1.72611
C 0.27738 3.09136 0.38427
C 1.28567 3.78322 -0.27929
C 2.44798 4.13211 0.39238
C 2.60562 3.78198 1.72893
C 1.61230 3.07247 2.38753
P -2.90070 1.07085 0.53753
C -4.66636 1.46411 0.42535
C -5.08760 2.24161 -0.65155
C -6.42385 2.60068 -0.77181
C -7.33864 2.17682 0.17991
C -6.92482 1.39199 1.25158
C -5.59323 1.03483 1.37685
C -2.96077 -0.66676 1.16165
C -3.26595 -1.60308 0.16383
C -3.53388 -2.92417 0.49333
C -3.47425 -3.33229 1.82101
C -3.14385 -2.42030 2.81098
C -2.88772 -1.09312 2.48515
H -1.73587 7.76539 1.31524
H -3.35992 7.36822 0.74859
H -2.06450 6.14433 0.68293
H -4.65979 5.52199 1.69533
H -4.99559 5.52521 3.41231
H -4.71487 3.22261 2.60630
H -3.47462 3.60853 3.78976
H -1.87466 4.09905 1.93444
H -3.09639 3.65442 0.76580
H -0.42330 4.39612 3.78351
H -0.71969 5.19664 6.07727
H -1.34462 3.61836 7.87792
H -1.64999 1.21900 7.37123
H -1.33875 0.39694 5.06949
H -0.65489 2.88750 -0.13718
H 1.14608 4.07657 -1.31260
H 3.22154 4.69203 -0.11774
H 3.50266 4.06995 2.26286
H 1.74451 2.80909 3.43079
H -4.37234 2.56371 -1.40032
H -6.74832 3.20488 -1.60928
H -8.38126 2.45297 0.08697
H -7.64436 1.05790 1.98811
H -5.27756 0.42617 2.21431
H -3.36700 -1.27365 -0.86787
H -3.82121 -3.62686 -0.28005
H -3.69127 -4.36010 2.08352
H -3.09551 -2.73795 3.84520
H -2.67138 -0.37852 3.26970
C 5.61809 -5.45417 0.66089
C 4.81700 -4.19428 0.34451
C 3.88845 -3.75449 1.47587
C 2.77421 -4.74813 1.77914
N 1.81194 -4.86839 0.67545
C 0.70484 -4.14872 0.53536
S 0.16395 -3.04737 1.72915
N -0.03205 -4.31273 -0.58070
C 0.23103 -5.31358 -1.61333
C -0.21065 -6.72408 -1.23227
C 0.12825 -7.75664 -2.30617
C 1.62812 -7.94695 -2.51318
H 6.36393 -5.64782 -0.10998
H 4.98726 -6.34311 0.72614
H 6.14385 -5.35263 1.61226
H 4.23406 -4.34819 -0.57202
H 5.50378 -3.37517 0.12405
H 3.43380 -2.78808 1.24368
H 4.47148 -3.61576 2.39078
H 2.22441 -4.46303 2.67105
H 3.17908 -5.74530 1.94726
H 2.01016 -5.56714 -0.02355
H -0.96921 -3.95055 -0.49893
H 1.29566 -5.27597 -1.85785
H -0.29070 -4.99234 -2.51625
H -1.28842 -6.70869 -1.05036
H 0.25575 -7.01686 -0.28552
H -0.34757 -7.47322 -3.24965
H -0.31819 -8.70866 -2.01693
H 2.10588 -7.06340 -2.94196
H 1.82576 -8.77371 -3.19381
H 2.12660 -8.17963 -1.56764
```